(1)
Computed, not measured: a cluster of 2 separate species, C4H10N2O2 in total, with ωB97M-V/def2-TZVPD.

Properties
LUMO = 0.6 eV
HOMO-LUMO gap = 9.75 eV
SMILES = CC(N)=O.CC(N)=O

Positions of all 18 atoms, in Å:
1 C 0.11 -2.79 2.37
2 C 0.06 -1.30 2.00
3 N 0.49 -0.43 3.02
4 O -0.14 -0.97 0.85
5 H -0.65 -3.36 1.84
6 H -0.12 -2.97 3.41
7 H 1.13 -3.07 2.10
8 H -0.03 0.43 3.13
9 H 0.52 -1.02 3.85
10 C -0.07 2.51 -2.92
11 C -0.08 1.22 -2.13
12 N -0.69 1.33 -0.92
13 O 0.47 0.27 -2.65
14 H 0.04 2.17 -3.95
15 H 0.80 3.10 -2.60
16 H -0.92 3.17 -2.72
17 H -0.60 0.63 -0.19
18 H -1.30 2.12 -0.84

(2)
Computed, not measured: a cluster of 2 separate species, C4H10N2O2 in total, with ωB97M-V/def2-TZVPD.

Properties
LUMO = 0.4 eV
HOMO-LUMO gap = 9.17 eV
SMILES = C[C@](N)(O)CO.C#N

Positions of all 18 atoms, in Å:
1 C 0.54 1.49 -0.29
2 C 0.12 -0.28 -0.51
3 N 0.50 -0.54 -1.83
4 O -1.21 -0.55 -0.30
5 C 0.97 -1.04 0.52
6 O 0.83 -2.44 0.37
7 H 1.58 1.44 -0.63
8 H -0.11 1.94 -1.03
9 H 0.63 2.05 0.63
10 H 1.20 -1.26 -1.97
11 H -0.15 -0.23 -2.54
12 H -1.76 0.31 -0.18
13 H 2.02 -0.82 0.36
14 H 0.65 -0.71 1.51
15 H -0.11 -2.65 0.46
16 C -1.92 1.10 1.61
17 N -0.87 1.39 2.03
18 H -2.92 0.79 1.79

(3)
Computed, not measured: a cluster of 2 separate species, C4H10N2O2 in total, with ωB97M-V/def2-TZVPD.

Properties
LUMO = -3.7 eV
HOMO-LUMO gap = 5.51 eV

Positions of all 18 atoms, in Å:
1 C 0.00 -1.17 -1.40
2 O -0.60 -2.29 -1.72
3 C -0.51 -0.27 -0.15
4 C 0.46 0.26 0.81
5 C 0.63 1.66 0.89
6 N 1.76 2.24 1.63
7 O -0.05 2.59 0.22
8 N -1.47 -1.25 0.62
9 H 0.09 -0.42 -2.21
10 H 1.22 -1.33 -1.04
11 H -0.98 -1.63 1.44
12 H -1.28 0.47 -0.54
13 H 1.31 -0.31 1.10
14 H -1.14 -5.87 -3.46
15 H 1.86 1.70 2.51
16 H 1.46 3.15 1.79
17 H -1.62 -1.97 -0.07
18 H -1.22 -5.94 -4.21

Pick (1): it beats the second-best structure by 3.575 eV.